1.
A 10-piece molecular cluster, C26H40Cl8O18 overall. Source: the Open Molecules 2025 dataset; level of theory: ωB97M-V/def2-TZVPD.

The calculation puts the orbital gap at 0.364 hartree.

```
92
Properties=species:S:1:pos:R:3:lowdin_charge:R:1
O 17.443 -0.750 -28.853 0.14
C 16.947 -0.873 -27.742 -0.52
O 16.996 0.043 -26.709 0.05
C 16.165 -0.320 -25.658 -0.16
C 15.437 -1.512 -26.192 -0.12
O 16.197 -1.893 -27.356 0.08
H 16.767 -0.757 -24.861 0.14
H 15.449 0.473 -25.445 0.14
H 14.394 -1.311 -26.439 0.13
H 15.424 -2.287 -25.426 0.13
O 8.560 -7.076 -17.076 0.11
C 7.770 -7.760 -16.424 -0.53
O 7.946 -8.308 -15.231 0.07
C 6.785 -8.989 -14.805 -0.11
C 5.716 -8.687 -15.877 -0.10
O 6.506 -8.023 -16.877 0.05
H 7.010 -10.056 -14.809 0.13
H 6.477 -8.667 -13.810 0.13
H 4.979 -8.032 -15.412 0.12
H 5.146 -9.479 -16.363 0.13
O 14.538 -12.710 -11.917 0.15
C 13.808 -11.800 -12.246 -0.52
O 14.256 -10.561 -12.495 0.07
C 13.111 -9.695 -12.623 -0.12
C 11.961 -10.619 -12.817 -0.16
O 12.431 -11.764 -12.171 0.05
H 12.991 -9.106 -11.714 0.13
H 13.383 -9.037 -13.448 0.13
H 11.741 -10.722 -13.880 0.14
H 11.122 -10.341 -12.179 0.14
O 22.920 -1.573 -26.077 0.09
C 22.711 -2.659 -25.471 -0.57
O 22.052 -3.698 -25.945 0.10
C 22.291 -4.716 -25.009 -0.14
C 22.396 -3.924 -23.752 -0.14
O 23.171 -2.857 -24.256 0.09
H 21.438 -5.390 -24.929 0.14
H 23.254 -5.219 -25.085 0.14
H 22.851 -4.416 -22.893 0.14
H 21.415 -3.593 -23.409 0.14
O 16.805 -3.783 -20.415 0.11
C 15.748 -4.089 -19.832 -0.52
O 14.481 -3.824 -20.317 0.06
C 13.504 -4.048 -19.332 -0.15
C 14.239 -5.110 -18.598 -0.13
O 15.632 -4.764 -18.713 0.08
H 13.125 -3.319 -18.616 0.14
H 12.607 -4.570 -19.665 0.14
H 14.083 -6.117 -18.986 0.14
H 14.077 -5.082 -17.520 0.14
O 10.269 -0.294 -16.694 0.16
C 9.082 -0.255 -16.854 -0.56
O 8.182 -1.078 -16.248 0.06
C 6.857 -0.789 -16.632 -0.13
C 7.048 0.177 -17.807 -0.10
O 8.415 0.600 -17.630 0.07
H 6.407 -1.704 -17.018 0.13
H 6.180 -0.387 -15.879 0.13
H 6.302 0.962 -17.692 0.13
H 6.802 -0.298 -18.757 0.12
Cl 21.716 0.222 -17.970 0.52
C 19.945 -0.037 -17.747 -0.65
C 19.334 0.821 -16.609 -0.69
Cl 19.746 0.176 -15.046 0.56
H 19.668 -1.091 -17.724 0.07
H 19.508 0.145 -18.728 0.06
H 18.245 0.844 -16.644 0.07
H 19.676 1.851 -16.708 0.07
Cl 9.528 -3.689 -23.663 0.55
C 9.157 -2.370 -22.526 -0.71
C 10.007 -1.140 -22.638 -0.66
Cl 9.684 -0.447 -24.248 0.54
H 9.279 -2.706 -21.497 0.07
H 8.126 -2.017 -22.564 0.07
H 11.068 -1.246 -22.412 0.08
H 9.683 -0.388 -21.917 0.07
Cl 9.050 -3.827 -12.388 0.55
C 10.809 -3.616 -12.190 -0.71
C 11.570 -4.126 -13.337 -0.68
Cl 13.298 -4.054 -12.896 0.55
H 11.077 -4.083 -11.243 0.07
H 11.059 -2.563 -12.057 0.08
H 11.524 -3.636 -14.309 0.07
H 11.309 -5.157 -13.579 0.07
Cl 19.296 -8.983 -14.638 0.50
C 20.478 -8.620 -15.983 -0.62
C 19.909 -7.432 -16.810 -0.70
Cl 20.830 -7.317 -18.299 0.56
H 20.550 -9.501 -16.620 0.06
H 21.447 -8.278 -15.620 0.07
H 20.081 -6.537 -16.212 0.07
H 18.865 -7.479 -17.120 0.06
```



2.
C26H40N10O2P2V as an isolated structure. Source: the Open Molecules 2025 dataset; level of theory: ωB97M-V/def2-TZVPD.

The calculation puts the orbital gap (spin up / spin down) at 0.305 / 0.299 hartree. As for the spin multiplicity: 3. Its expectation value of S² is 2.014. Its net charge is +3.

```
81
Properties=species:S:1:pos:R:3:lowdin_spin:R:1
V 0.023 1.124 0.084 1.87
C -4.511 -1.234 1.923 0.00
N -3.110 -1.043 1.650 0.01
C -2.109 -1.880 2.008 0.00
C -0.947 -1.324 1.546 0.01
N -1.230 -0.158 0.911 0.00
C -2.555 -0.011 0.975 0.02
P -3.465 1.509 0.527 0.00
C -2.265 2.549 1.450 0.01
N -0.944 2.456 1.297 -0.01
C -0.403 3.448 2.047 0.01
C -1.409 4.136 2.673 0.00
N -2.575 3.560 2.289 0.01
C -3.904 3.954 2.682 0.00
C -2.611 1.850 -1.057 0.02
N -1.288 1.787 -1.212 0.00
C -0.994 2.418 -2.373 0.01
C -2.159 2.869 -2.937 0.00
N -3.164 2.511 -2.099 0.01
C -4.565 2.751 -2.301 0.00
H -4.635 -2.037 2.647 0.00
H -5.043 -1.500 1.009 0.00
H -4.945 -0.324 2.338 0.00
H -2.284 -2.788 2.549 0.00
H 0.056 -1.693 1.651 0.00
H 0.653 3.653 2.069 0.00
H -1.366 4.971 3.342 0.00
H -3.852 4.730 3.442 0.00
H -4.446 3.101 3.093 0.00
H -4.460 4.343 1.827 0.00
H 0.019 2.549 -2.705 0.00
H -2.325 3.422 -3.841 0.00
H -4.700 3.610 -2.955 0.00
H -5.051 2.953 -1.346 0.00
H -5.040 1.884 -2.761 0.00
N 1.472 0.725 1.765 0.00
C 2.697 0.211 1.152 0.01
C 3.973 0.612 1.917 0.00
C 5.306 0.358 1.200 0.00
C 5.504 -1.044 0.620 0.00
N 5.485 -2.078 1.650 0.00
C 5.203 -3.364 1.479 0.00
N 4.710 -3.816 0.320 0.00
N 5.297 -4.206 2.508 0.00
C 2.681 0.734 -0.308 0.01
O 3.533 0.389 -1.096 0.00
O 1.657 1.448 -0.577 0.03
H 1.644 1.696 2.034 0.00
H 1.250 0.224 2.627 0.00
H 2.629 -0.885 1.099 0.00
H 3.972 0.092 2.879 0.00
H 3.932 1.683 2.131 0.00
H 6.112 0.590 1.898 0.00
H 5.405 1.047 0.360 0.00
H 6.466 -1.059 0.099 0.00
H 4.717 -1.225 -0.113 0.00
H 5.932 -1.809 2.516 0.00
H 4.799 -3.267 -0.519 0.00
H 4.582 -4.809 0.191 0.00
H 5.666 -3.928 3.402 0.00
H 5.102 -5.189 2.391 0.00
C 1.163 -2.253 -1.278 0.00
P 0.330 -0.660 -1.687 -0.01
C 1.275 -0.209 -3.180 0.00
C -1.268 -1.242 -2.319 0.00
C -1.809 -0.731 -3.496 0.00
C -2.994 -1.244 -3.993 0.00
C -3.664 -2.246 -3.309 0.00
C -3.152 -2.724 -2.112 0.00
C -1.959 -2.229 -1.621 0.00
H 0.883 -2.626 -0.295 0.00
H 2.240 -2.108 -1.328 0.00
H 0.865 -2.981 -2.034 0.00
H 1.282 -1.069 -3.852 0.00
H 2.295 0.043 -2.890 0.00
H 0.841 0.647 -3.692 0.00
H -1.287 0.039 -4.045 0.00
H -3.382 -0.875 -4.931 0.00
H -4.571 -2.662 -3.718 0.00
H -3.669 -3.504 -1.575 0.00
H -1.543 -2.643 -0.713 0.00
```



no.,strongest force on any atom (eV/A),electronic energy (hartree)
1,7.399,-6050.50049
2,2.722,-3338.84780